Computed, not measured: a 2-piece molecular cluster, C4H8O overall, with ωB97M-V with the def2-TZVPD basis set.

Geometry as XYZ:
```
13
Properties=species:S:1:pos:R:3:forces:R:3
C 1.961 -0.298 -0.064 -0.09 -0.02 0.03
C 0.960 -0.432 -1.135 0.53 0.12 -0.03
C -1.336 -0.418 -0.040 -0.31 -0.29 -0.02
C -1.828 0.701 0.756 -0.35 0.11 0.20
O -0.530 0.749 0.191 0.13 0.14 0.00
H 2.209 0.695 0.331 -0.05 -0.13 -0.16
H 1.829 -1.014 0.757 0.08 0.04 -0.20
H 2.823 -0.668 -0.657 0.08 0.00 0.02
H 0.924 0.534 -1.674 0.16 -0.13 -0.01
H -1.667 -0.552 -1.066 -0.01 0.07 0.19
H -0.976 -1.322 0.444 -0.11 0.17 -0.02
H -1.838 0.621 1.841 -0.07 0.02 -0.12
H -2.531 1.405 0.316 0.01 -0.10 0.10
```
Positions in Å, forces in eV/Å.

HOMO level in eV: -8.19
F_max in eV/Å: 0.546
Lowest unoccupied orbital energy in eV: 0.685
Charge: 0

Atomic partial charges in e from the Mulliken method, atoms 1 to 6: -0.725 -0.283 -0.323 -0.271 -0.326 0.273